No. 1
DFT (ωB97M-V/def2-TZVPD) results for a 2-piece molecular cluster, C3H10N3S overall in a non-equilibrium geometry.

As for the charge: +1. The HOMO energy is -0.47721 Ha. The calculation puts the energy above the lowest of the compared OMol25 structures with the same formula, charge and spin at 54.6 kcal/mol. As for the multiplicity: 1.

Last column: Mulliken charge in e.
Atoms and positions in Å:
C -0.785 0.124 0.470  0.21
C -1.807 -0.900 2.616  -1.05
C -1.845 0.051 1.458  0.10
N 2.083 0.892 -1.560  -0.53
N -0.131 -0.322 -0.538  -0.27
N 2.247 0.309 -2.901  -0.53
S -0.598 1.453 1.486  -0.03
H -2.020 -0.368 3.543  0.32
H -2.574 -1.662 2.489  0.34
H -0.836 -1.383 2.708  0.35
H -2.836 0.389 1.163  0.39
H -0.430 -1.171 -1.006  0.25
H 2.957 0.689 -1.074  0.27
H 0.777 0.210 -0.911  0.40
H 2.347 -0.701 -2.802  0.25
H 1.399 0.489 -3.435  0.26
H 2.053 1.901 -1.707  0.27

=====

No. 2
DFT (ωB97M-V/def2-TZVPD) results for a 11-piece molecular cluster, C42H106O33S8 overall in a non-equilibrium geometry.

As for the charge: +1. The HOMO energy (spin up / spin down) is -0.37708 / -0.37708 Ha. As for the multiplicity: 2.

Last column: Mulliken charge in e.
Atoms and positions in Å:
O -0.339 -2.389 -6.352  -0.59
S -0.315 -0.967 -6.108  1.05
O -1.320 -0.122 -6.719  -0.59
O -0.423 -0.684 -4.496  -0.14
C 0.211 -1.517 -3.607  1.00
C -0.873 -2.229 -2.810  -1.22
C 1.386 -0.232 -6.312  -0.73
H 0.796 -0.852 -2.971  -0.21
H 0.834 -2.344 -3.951  -0.07
H -1.439 -3.004 -3.327  0.43
H -1.507 -1.571 -2.217  -0.26
H -0.210 -2.699 -2.084  0.40
H 1.648 -0.343 -7.364  0.50
H 2.102 -0.591 -5.572  0.17
H 1.294 0.845 -6.175  0.12
O 2.446 2.442 6.700  -0.63
S 1.717 2.924 5.524  1.03
O 1.649 2.130 4.316  -0.26
O 0.170 3.210 6.061  -0.36
C -0.832 3.430 5.004  0.65
C -2.254 3.932 5.601  -1.08
C 2.225 4.613 5.094  -1.01
H -0.973 2.440 4.569  -0.49
H -0.419 4.078 4.231  0.40
H -2.104 4.643 6.414  0.35
H -2.808 3.069 5.973  0.08
H -2.932 4.381 4.875  0.36
H 1.570 4.991 4.309  0.28
H 3.240 4.633 4.698  0.35
H 2.177 5.179 6.025  0.39
O -1.069 2.575 1.569  -0.77
S -0.878 1.106 1.775  1.21
O -1.139 0.482 3.064  -0.32
O -1.725 0.319 0.605  0.16
C -1.640 0.783 -0.654  -0.03
C -3.051 0.582 -1.295  -1.57
C 0.762 0.675 1.254  -0.39
H -0.863 0.163 -1.103  0.20
H -1.192 1.764 -0.809  0.36
H -3.429 -0.439 -1.348  0.38
H -2.958 0.839 -2.350  0.48
H -3.748 1.251 -0.791  0.08
H 0.593 -0.307 0.812  0.40
H 1.263 0.745 2.219  0.30
H 1.149 1.392 0.530  -0.26
O -7.985 0.769 3.365  -0.57
S -7.823 1.566 2.174  1.15
O -8.472 2.878 2.094  -0.64
O -6.223 1.737 1.951  -0.20
C -5.714 2.693 1.045  -0.32
C -4.188 2.733 1.144  -0.96
C -8.140 0.625 0.625  -0.97
H -6.045 3.702 1.292  0.31
H -5.932 2.458 0.004  0.28
H -3.763 1.736 1.260  -0.13
H -3.911 3.496 1.872  0.42
H -3.741 3.229 0.283  0.46
H -9.199 0.372 0.566  0.41
H -7.518 -0.258 0.476  0.28
H -7.975 1.242 -0.258  0.37
O 2.573 1.403 -3.736  -0.59
S 1.623 2.298 -3.034  0.61
O 1.052 1.886 -1.758  -0.27
O 2.435 3.720 -2.767  -0.15
C 1.855 4.654 -1.835  -0.08
C 2.485 5.974 -2.356  -1.40
C 0.308 2.875 -4.177  -1.02
H 1.975 4.466 -0.768  0.17
H 0.788 4.845 -1.948  0.50
H 1.933 6.859 -2.040  0.40
H 2.429 5.957 -3.444  0.34
H 3.561 6.127 -2.276  0.31
H -0.497 2.141 -4.163  0.18
H 0.827 3.085 -5.112  0.42
H -0.125 3.788 -3.768  0.44
O 0.151 -3.759 7.364  -0.65
S -0.494 -2.801 6.437  1.15
O -1.868 -2.991 5.966  -0.53
O -0.313 -1.300 7.092  -0.37
C -1.356 -0.368 6.874  0.74
C -1.091 0.817 7.831  -1.34
C 0.637 -2.546 5.005  -0.66
H -2.316 -0.805 7.146  0.20
H -1.408 -0.035 5.838  -0.17
H -0.897 0.468 8.845  0.42
H -1.864 1.581 7.910  0.33
H -0.171 1.356 7.605  0.15
H 0.738 -3.456 4.413  0.51
H 1.615 -2.271 5.402  0.30
H 0.255 -1.761 4.353  -0.09
O 4.711 3.888 -0.607  -0.56
S 5.369 2.812 0.158  1.17
O 5.752 1.479 -0.308  -0.62
O 6.760 3.514 0.935  -0.34
C 8.051 3.314 0.356  -0.19
C 9.157 3.331 1.391  -1.18
C 4.452 2.513 1.745  -0.63
H 8.243 4.125 -0.346  0.30
H 8.129 2.404 -0.239  0.33
H 9.015 2.472 2.046  0.25
H 9.011 4.206 2.024  0.30
H 10.158 3.284 0.961  0.37
H 3.484 2.067 1.518  0.07
H 4.481 3.473 2.260  0.45
H 5.108 1.876 2.338  0.25
O -5.783 -3.589 2.917  -0.64
S -5.080 -2.336 2.754  0.98
O -5.751 -1.365 1.877  -0.50
O -4.909 -1.620 4.261  -0.44
C -4.578 -0.263 4.424  1.96
C -4.923 0.016 5.930  -1.25
C -3.326 -2.586 2.280  -0.20
H -5.086 0.355 3.684  -0.49
H -3.493 -0.264 4.317  -0.53
H -4.260 0.844 6.180  0.10
H -4.680 -0.810 6.597  0.33
H -5.956 0.324 6.094  0.41
H -2.720 -2.866 3.142  0.19
H -2.976 -1.629 1.893  -0.33
H -3.352 -3.325 1.480  0.46
C 4.289 -1.121 3.537  -0.42
O 4.259 -2.012 2.425  -0.19
C 5.545 -2.502 1.912  -0.66
C 6.333 -3.390 2.887  -0.40
O 7.007 -2.522 3.812  -0.21
C 7.592 -3.277 4.932  -0.41
C 8.734 -4.232 4.480  -0.43
O 9.961 -3.696 4.038  -0.21
C 10.011 -2.745 2.998  -0.57
H 5.062 -0.357 3.460  0.20
H 4.352 -1.644 4.491  0.32
H 3.317 -0.629 3.502  0.04
H 6.129 -1.584 1.851  0.40
H 5.458 -2.996 0.944  0.14
H 7.089 -3.910 2.298  0.53
H 5.690 -4.079 3.434  0.42
H 6.872 -3.843 5.522  0.43
H 8.017 -2.523 5.595  0.33
H 8.325 -4.919 3.739  0.36
H 9.093 -4.757 5.366  0.37
H 9.639 -3.195 2.077  0.32
H 11.053 -2.453 2.869  0.34
H 9.348 -1.880 2.977  0.29
C -8.804 2.043 -7.097  -0.44
O -7.841 2.787 -7.742  -0.34
C -7.682 2.420 -9.181  -0.64
C -7.030 1.045 -9.396  -0.56
O -5.888 1.094 -8.528  -0.29
C -5.406 -0.230 -8.261  -0.55
C -6.161 -0.940 -7.113  -0.64
O -6.164 -0.206 -5.856  -0.42
C -4.887 -0.030 -5.339  -0.72
H -8.718 2.377 -6.063  0.17
H -8.459 1.017 -7.231  0.13
H -9.792 2.295 -7.482  0.29
H -7.105 3.233 -9.623  0.31
H -8.636 2.495 -9.703  0.39
H -6.604 1.055 -10.400  0.39
H -7.684 0.177 -9.309  0.40
H -4.334 -0.117 -8.094  0.35
H -5.414 -0.799 -9.191  0.41
H -5.715 -1.931 -7.025  0.42
H -7.184 -1.154 -7.421  0.39
H -4.952 0.020 -4.253  0.19
H -4.318 0.766 -5.818  0.35
H -4.276 -0.928 -5.440  0.42
C 3.619 -0.893 -0.620  -0.29
O 3.189 -1.832 -1.622  0.06
C 4.018 -2.994 -1.780  -0.55
C 3.594 -3.667 -3.076  -0.70
O 2.402 -4.416 -2.897  -0.28
C 1.895 -4.972 -4.107  -0.70
C 0.558 -5.678 -3.931  -0.31
O 0.807 -6.802 -3.087  -0.36
C -0.409 -7.490 -2.815  -0.75
H 4.676 -0.671 -0.767  0.49
H 3.337 -1.212 0.383  0.16
H 3.135 0.071 -0.777  -0.33
H 3.940 -3.687 -0.942  0.27
H 5.080 -2.768 -1.874  0.43
H 4.407 -4.304 -3.422  0.46
H 3.532 -2.938 -3.884  0.21
H 2.605 -5.730 -4.438  0.46
H 1.747 -4.233 -4.895  0.44
H 0.158 -6.062 -4.869  0.44
H -0.287 -5.109 -3.543  0.06
H -0.862 -7.789 -3.761  0.32
H -1.149 -6.863 -2.318  0.29
H -0.120 -8.338 -2.195  0.24